{
  "formula": "C25H63N29O14PS",
  "method": "ωB97M-V/def2-TZVPD",
  "total_charge": 1,
  "e_tot_ha": -4371.56049,
  "spin_multiplicity": 1,
  "lumo_ev": -2.79,
  "e_homo_ev": -10.776,
  "elements": ["C", "C", "C", "C", "C", "C", "C", "C", "C", "N", "C", "N", "P", "N", "O", "O", "N", "C", "C", "S", "C", "N", "N", "C", "O", "N", "H", "H", "H", "H", "H", "H", "H", "H", "H", "H", "H", "H", "H", "H", "H", "H", "H", "H", "H", "C", "O", "N", "N", "H", "H", "H", "H", "C", "O", "N", "N", "H", "H", "H", "H", "C", "O", "N", "N", "H", "H", "H", "H", "C", "O", "N", "N", "H", "H", "H", "H", "C", "O", "N", "N", "H", "H", "H", "H", "C", "O", "N", "N", "H", "H", "H", "H", "C", "O", "N", "N", "H", "H", "H", "H", "C", "O", "N", "N", "H", "H", "H", "H", "C", "O", "N", "N", "H", "H", "H", "H", "C", "O", "N", "N", "H", "H", "H", "H", "C", "O", "N", "N", "H", "H", "H", "H"],
  "coordinates": [[1.981, 2.977, 2.174], [2.777, 2.232, 1.114], [3.461, 2.959, 0.154], [4.210, 2.352, -0.841], [4.252, 0.970, -0.873], [3.550, 0.206, 0.052], [2.807, 0.826, 1.053], [2.003, 0.003, 2.040], [0.726, -0.372, 1.391], [0.246, -1.602, 1.218], [-0.905, -1.436, 0.560], [-1.673, -2.492, 0.186], [-3.108, -2.612, -0.691], [-3.377, -4.078, -1.059], [-4.291, -1.997, 0.195], [-2.909, -1.724, -1.987], [-1.164, -0.135, 0.317], [-2.228, 0.621, -0.343], [-2.285, 2.064, 0.161], [-3.481, 2.989, -0.825], [-4.800, 3.221, 0.283], [-5.341, 4.366, 0.511], [-6.389, 4.129, 1.389], [-6.379, 2.867, 1.621], [-5.403, 2.210, 0.953], [-0.100, 0.520, 0.867], [2.334, 4.003, 2.196], [0.920, 2.975, 1.909], [2.097, 2.523, 3.153], [3.408, 4.035, 0.230], [4.752, 2.948, -1.548], [4.838, 0.463, -1.628], [3.609, -0.873, -0.024], [1.766, 0.586, 2.925], [2.519, -0.908, 2.327], [-1.312, -3.395, 0.466], [-4.247, -4.432, -0.669], [-4.002, -1.742, 1.084], [-3.270, -2.256, -2.716], [-3.206, 0.166, -0.224], [-2.008, 0.666, -1.409], [-2.504, 2.110, 1.226], [-1.334, 2.562, -0.004], [-7.071, 2.370, 2.277], [0.076, 1.516, 0.859], [-5.504, -6.638, 1.539], [-5.672, -5.435, 1.311], [-4.396, -7.305, 1.126], [-6.416, -7.381, 2.216], [-4.243, -8.291, 1.303], [-3.710, -6.777, 0.617], [-7.248, -6.916, 2.526], [-6.302, -8.361, 2.429], [7.779, 3.809, 0.406], [6.668, 3.423, 0.762], [8.289, 4.990, 0.858], [8.589, 3.124, -0.449], [9.188, 5.340, 0.588], [7.722, 5.528, 1.488], [8.305, 2.221, -0.791], [9.492, 3.462, -0.721], [1.539, 2.653, -3.649], [2.607, 3.243, -3.653], [0.752, 2.539, -4.749], [1.064, 2.058, -2.498], [-0.123, 2.052, -4.750], [1.064, 2.966, -5.607], [1.642, 2.128, -1.676], [0.195, 1.561, -2.455], [3.492, 6.862, 1.228], [4.581, 6.977, 1.761], [3.347, 6.343, -0.032], [2.329, 7.223, 1.847], [2.460, 6.232, -0.487], [4.186, 6.061, -0.504], [2.409, 7.586, 2.778], [1.422, 7.115, 1.431], [-0.887, 3.358, -8.050], [0.072, 3.590, -7.328], [-0.746, 2.862, -9.310], [-2.174, 3.586, -7.649], [-1.520, 2.673, -9.918], [0.186, 2.691, -9.638], [-2.310, 3.970, -6.734], [-2.971, 3.410, -8.230], [-5.404, -2.116, 4.493], [-5.142, -1.670, 5.592], [-5.548, -1.294, 3.392], [-5.566, -3.444, 4.239], [-5.785, -1.642, 2.480], [-5.435, -0.309, 3.536], [-5.462, -4.072, 5.013], [-5.772, -3.818, 3.325], [-6.276, -8.876, 5.407], [-6.447, -9.399, 4.319], [-5.681, -7.650, 5.538], [-6.659, -9.470, 6.574], [-5.527, -7.205, 6.422], [-5.387, -7.195, 4.693], [-7.097, -10.370, 6.510], [-6.524, -9.053, 7.475], [8.076, -0.404, 0.490], [8.802, -0.083, -0.438], [8.328, -1.497, 1.273], [6.960, 0.310, 0.803], [7.746, -1.770, 2.041], [9.147, -2.036, 1.062], [6.757, 1.122, 0.249], [6.339, 0.077, 1.554], [-1.232, 4.996, 0.072], [-0.131, 5.140, 0.591], [-1.326, 4.479, -1.206], [-2.376, 5.326, 0.720], [-2.182, 4.321, -1.730], [-0.436, 4.264, -1.628], [-2.285, 5.712, 1.643], [-3.286, 5.233, 0.324], [-2.693, -10.580, 0.816], [-3.570, -10.109, 1.528], [-1.854, -11.557, 1.258], [-2.495, -10.169, -0.471], [-1.133, -11.961, 0.691], [-1.980, -11.882, 2.198], [-3.107, -9.463, -0.834], [-1.784, -10.551, -1.066], [6.559, 4.216, -4.559], [7.631, 4.792, -4.590], [5.730, 4.129, -5.643], [6.082, 3.606, -3.429], [4.838, 3.670, -5.613], [6.034, 4.564, -6.493], [6.655, 3.657, -2.606], [5.202, 3.123, -3.402]],
  "forces_ev_per_angstrom": [[0.4, -0.4, -0.6], [-0.3, -0.4, 0.2], [0.0, 0.3, 0.1], [-0.3, -0.3, 0.5], [0.1, -0.2, -0.3], [0.0, 0.2, 0.0], [0.3, 0.4, 0.0], [0.1, 0.0, -0.4], [-0.2, -0.8, 0.1], [0.0, 0.2, 0.0], [-0.1, -0.4, -0.2], [0.0, 1.1, 0.1], [-1.6, -3.0, -0.4], [0.2, 0.4, 0.0], [0.9, 1.2, 0.1], [0.3, 0.8, 0.3], [-0.1, 0.0, 0.4], [0.0, 0.7, -0.5], [0.0, -0.5, 0.4], [-1.6, -1.3, 0.3], [0.0, -0.1, 0.0], [0.2, -0.2, 0.0], [0.0, -0.1, -0.1], [-0.3, 0.7, 0.1], [0.0, -0.3, 0.0], [0.6, 0.3, 0.3], [-0.2, 0.2, 0.2], [-0.1, 0.3, 0.2], [0.0, 0.1, 0.2], [0.1, 0.0, -0.1], [0.0, 0.1, 0.0], [0.0, 0.0, 0.0], [-0.1, -0.1, 0.1], [0.1, -0.1, 0.2], [0.0, -0.1, 0.1], [0.0, 0.0, 0.0], [0.1, -0.2, 0.1], [-0.2, -0.1, 0.1], [0.1, 0.0, -0.1], [0.1, -0.3, 0.2], [-0.1, -0.2, -0.1], [-0.2, 0.1, 0.0], [0.0, 0.1, -0.1], [0.2, -0.4, 0.0], [-0.3, 0.0, -0.3], [0.0, -0.2, -0.2], [0.1, 0.3, 0.1], [0.0, 0.0, 0.0], [0.1, 0.2, -0.1], [0.1, -0.1, 0.0], [0.0, 0.0, 0.0], [0.0, 0.0, 0.0], [0.0, 0.0, 0.2], [0.2, 0.4, 0.2], [0.0, -0.4, -0.4], [0.0, 0.0, 0.0], [-0.4, 0.0, -0.1], [0.0, 0.0, 0.0], [-0.1, 0.0, 0.0], [0.2, -0.1, 0.1], [0.0, 0.0, 0.0], [0.1, -0.1, -0.2], [0.1, 0.0, 0.0], [0.2, 0.0, 0.3], [-0.2, 0.2, 0.3], [0.0, 0.0, 0.0], [-0.2, 0.1, -0.1], [0.1, -0.1, 0.0], [0.0, -0.1, -0.1], [0.1, 0.0, 0.0], [0.0, 0.0, 0.0], [0.0, 0.0, 0.0], [-0.1, 0.0, 0.0], [0.0, 0.0, 0.0], [0.0, 0.1, -0.1], [0.0, 0.0, 0.0], [0.0, -0.1, 0.0], [0.0, 0.1, -0.2], [0.0, -0.1, 0.1], [0.0, 0.0, 0.1], [0.0, -0.1, 0.1], [0.0, 0.0, 0.0], [0.0, 0.0, 0.0], [0.0, 0.1, 0.0], [0.0, 0.0, 0.0], [0.0, -0.1, 0.1], [0.0, 0.1, 0.0], [0.3, -0.1, -0.3], [0.0, 0.0, -0.2], [-0.3, 0.0, 0.1], [-0.1, 0.0, 0.1], [0.0, 0.0, 0.0], [0.0, -0.1, 0.0], [0.1, 0.0, 0.1], [-0.1, -0.1, 0.0], [0.0, 0.1, 0.0], [0.0, 0.0, 0.0], [0.0, 0.0, 0.0], [0.0, 0.0, 0.0], [0.0, 0.0, 0.0], [0.0, 0.0, 0.0], [-0.1, 0.1, 0.0], [0.0, 0.0, -0.1], [0.0, 0.0, -0.1], [0.0, -0.3, -0.1], [0.0, 0.0, 0.0], [0.0, 0.0, 0.0], [-0.1, 0.2, 0.3], [0.0, 0.1, 0.1], [0.1, 0.4, -0.4], [0.2, -0.2, 0.1], [0.6, 0.4, -0.3], [0.3, -0.1, 0.1], [0.9, 0.8, 0.3], [0.0, 0.2, -0.1], [0.1, 0.1, 0.0], [-0.3, 0.2, -0.1], [0.0, -0.1, -0.1], [0.0, 0.2, 0.0], [0.0, 0.0, 0.0], [0.0, 0.1, 0.1], [0.0, 0.0, 0.0], [0.0, 0.0, 0.0], [0.0, 0.0, 0.0], [0.0, 0.0, 0.0], [-0.1, 0.0, 0.0], [0.0, 0.0, 0.0], [0.0, -0.1, -0.1], [0.0, 0.0, 0.1], [0.0, 0.1, 0.1], [0.0, 0.0, 0.0], [0.0, 0.0, 0.0], [-0.1, 0.1, -0.1]]
}